Model one:
Here is a 2-piece molecular cluster, C3H10NO2P overall from the Open Molecules 2025 dataset. Energies are from ωB97M-V/def2-TZVPD.

* charge: 0

Last column: Mulliken charge in e.
Geometry (Å):
C: -1.416 -1.266 -0.986  -0.847
C: 0.874 -1.481 -0.127  -1.149
C: 0.165 0.628 -0.786  0.036
N: -0.186 -0.675 -0.637  0.235
O: 1.226 2.993 -0.023  -0.630
O: -0.435 1.555 2.234  -0.625
P: 1.292 1.502 0.146  0.086
H: -1.567 -2.137 -1.678  0.340
H: -1.873 -1.720 -0.084  0.351
H: -2.184 -0.598 -1.555  0.259
H: 1.661 -1.732 -0.832  0.379
H: 1.434 -0.950 0.645  0.367
H: 0.610 -2.454 0.360  0.314
H: -0.722 1.369 -0.917  0.215
H: 2.435 0.921 -0.435  0.048
H: -0.552 2.243 1.565  0.334
H: -0.761 1.803 3.109  0.286



Model two:
Here is a 2-piece molecular cluster, C3H10NO2P overall from the Open Molecules 2025 dataset. Energies are from ωB97M-V/def2-TZVPD.

* charge: 0

Last column: Mulliken charge in e.
Geometry (Å):
C: 1.758 0.317 -0.504  -1.040
C: -1.319 1.332 0.293  -1.015
C: 0.800 -0.829 -0.171  -0.080
N: 0.319 -0.721 1.928  -0.703
O: -1.060 0.050 -2.021  -0.607
O: -1.922 -1.365 -0.242  -0.748
P: -0.987 -0.316 -0.407  0.941
H: 1.194 1.200 -0.494  0.293
H: 2.237 0.042 -1.449  0.297
H: 2.566 0.489 0.161  0.372
H: -1.059 2.055 -0.483  0.325
H: -2.333 1.340 0.726  0.333
H: -0.507 1.319 1.084  0.376
H: 1.040 -1.881 -0.179  0.445
H: 1.263 -0.988 2.234  0.221
H: -0.214 -1.489 1.952  0.254
H: -1.776 -0.557 -2.427  0.338



Calculated relative energies: model one 35.3; model two 0.0, given in kcal/mol



Model one:
Here is C2HN3O3 as an isolated structure from the Open Molecules 2025 dataset. Energies are from ωB97M-V/def2-TZVPD.

* charge: 0

Last column: Mulliken charge in e.
Geometry (Å):
C: -0.058 0.114 0.088  0.500
C: -2.028 0.556 -0.019  -0.053
H: -3.112 0.944 0.191  0.309
N: 1.413 0.007 -0.011  0.884
N: -0.803 1.170 0.070  -0.447
N: -1.929 -0.690 -0.070  -0.216
O: 2.019 1.107 -0.090  -0.470
O: 1.775 -1.156 0.078  -0.478
O: -0.687 -0.997 -0.055  -0.030



Model two:
Here is one molecule with the formula C2HN3O3 from the Open Molecules 2025 dataset. Energies are from ωB97M-V/def2-TZVPD.

* charge: 0
* SMILES: O=Cn1nnc(=O)o1

Last column: Mulliken charge in e.
Geometry (Å):
C: 1.742 0.020 0.055  0.189
C: -1.686 -0.444 -0.110  0.491
H: 2.145 1.175 0.172  0.277
N: 0.360 0.169 0.619  0.323
N: -0.368 1.312 0.022  -0.106
N: -1.647 0.956 -0.516  -0.169
O: 2.338 -0.986 -0.594  -0.418
O: -2.546 -1.219 -0.161  -0.348
O: -0.337 -0.982 0.512  -0.239



Model three:
Here is one molecule with the formula C2HN3O3 from the Open Molecules 2025 dataset. Energies are from ωB97M-V/def2-TZVPD.

* charge: 0
* SMILES: N#CNC(=O)[N+](=O)[O-]

Last column: Mulliken charge in e.
Geometry (Å):
C: 1.661 -0.865 0.434  0.359
C: -0.291 -1.232 -0.984  0.341
N: 2.605 -1.278 0.921  -0.358
N: 0.476 -0.444 -0.069  -0.195
N: -1.587 -0.379 -1.309  0.959
O: -1.838 0.634 -0.696  -0.552
O: -0.112 -2.353 -1.334  -0.353
O: -2.291 -0.914 -2.126  -0.487
H: 0.111 0.267 0.543  0.286



Calculated relative energies: model one 39.0; model two 55.2; model three 0.0, given in kcal/mol



Model one:
Here is a 11-piece molecular cluster, C21H64O11 overall from the Open Molecules 2025 dataset. Energies are from ωB97M-V/def2-TZVPD.

* charge: 0
* SMILES: CCO.CCO.CCO.CCO.CCO.CCO.CCO.CCO.CCO.CCO.CO

Last column: Mulliken charge in e.
Geometry (Å):
C: 2.244 -3.040 2.059  -0.493
C: 3.732 -2.644 2.227  -0.325
O: 3.890 -2.145 3.515  -0.546
H: 1.611 -2.337 2.601  0.034
H: 2.197 -4.034 2.504  0.508
H: 2.039 -3.237 1.006  0.035
H: 4.106 -1.950 1.474  0.066
H: 4.375 -3.498 2.015  0.369
H: 4.187 -2.868 4.074  0.279
C: -3.258 3.638 -2.231  -0.759
C: -2.663 5.007 -2.175  0.013
O: -2.776 5.543 -0.853  -0.583
H: -4.322 3.698 -2.002  0.345
H: -2.771 2.915 -1.576  -0.105
H: -3.265 3.237 -3.245  0.401
H: -3.146 5.707 -2.857  0.378
H: -1.619 5.047 -2.487  -0.086
H: -2.522 4.829 -0.263  0.425
C: -3.196 -0.229 -1.172  -0.532
C: -4.155 -1.349 -0.744  -0.246
O: -5.411 -0.779 -0.421  -0.558
H: -3.076 0.601 -0.475  0.210
H: -3.573 0.170 -2.114  0.448
H: -2.184 -0.606 -1.318  -0.083
H: -3.735 -1.865 0.119  0.059
H: -4.249 -2.097 -1.532  0.375
H: -5.960 -1.459 -0.023  0.309
C: 1.525 0.778 3.775  -0.184
C: 2.411 0.973 5.063  -0.525
O: 3.736 0.523 4.760  -0.559
H: 0.558 1.270 3.889  0.061
H: 1.428 -0.300 3.647  -0.037
H: 2.067 1.245 2.953  0.278
H: 2.017 0.293 5.818  0.259
H: 2.490 2.011 5.383  0.364
H: 3.715 -0.284 4.240  0.348
C: -2.262 0.743 3.851  -0.613
C: -2.675 -0.693 3.481  -0.173
O: -1.536 -1.391 3.165  -0.371
H: -1.516 0.679 4.644  0.197
H: -3.141 1.295 4.183  0.470
H: -1.765 1.189 2.989  -0.211
H: -3.275 -0.595 2.576  0.079
H: -3.295 -1.200 4.220  0.407
H: -1.785 -2.247 2.809  0.320
C: 5.082 -2.145 -1.173  -1.466
C: 3.565 -2.123 -1.403  0.437
O: 3.096 -3.468 -1.413  -0.519
H: 5.409 -2.797 -0.363  0.327
H: 5.416 -1.108 -1.149  0.340
H: 5.598 -2.516 -2.058  0.464
H: 3.372 -1.642 -2.362  0.306
H: 3.102 -1.570 -0.586  -0.119
H: 3.168 -3.775 -2.320  0.302
C: -1.078 -3.683 0.338  -0.178
C: -1.343 -4.580 1.553  -0.573
O: -2.095 -3.915 2.480  -0.575
H: -0.140 -4.064 -0.067  0.369
H: -0.992 -2.610 0.509  -0.545
H: -1.881 -3.950 -0.349  0.535
H: -0.422 -4.802 2.092  0.262
H: -1.806 -5.545 1.345  0.352
H: -2.258 -4.555 3.177  0.253
C: 0.068 3.943 -4.785  -0.986
C: 1.146 3.524 -3.743  -0.334
O: 0.735 3.908 -2.430  -0.522
H: -0.170 5.001 -4.671  0.297
H: -0.833 3.339 -4.679  0.177
H: 0.502 3.652 -5.742  0.429
H: 2.078 4.044 -3.965  0.387
H: 1.467 2.482 -3.765  0.288
H: 0.868 4.847 -2.282  0.270
C: 0.145 0.151 0.688  1.680
C: 0.656 1.020 -0.525  -0.461
O: -0.450 1.785 -0.999  -0.096
H: -0.265 0.809 1.455  -0.645
H: 0.853 -0.577 1.083  -0.002
H: -0.683 -0.501 0.409  -0.873
H: 0.987 0.424 -1.376  -0.047
H: 1.460 1.676 -0.193  0.451
H: -0.057 2.455 -1.563  -0.041
C: 0.347 -1.527 -3.362  -0.520
C: 0.430 -2.486 -4.490  -0.485
O: 0.862 -1.724 -5.586  -0.530
H: -0.332 -0.703 -3.581  0.397
H: 1.296 -0.994 -3.301  0.033
H: 0.073 -1.972 -2.405  0.236
H: -0.499 -3.010 -4.713  0.334
H: 1.122 -3.273 -4.190  0.216
H: 1.096 -2.316 -6.305  0.302
C: -0.567 4.263 1.779  -0.772
O: -1.362 3.838 0.717  -0.388
H: -0.748 3.655 2.665  0.209
H: 0.515 4.185 1.672  0.312
H: -0.787 5.268 2.139  0.370
H: -0.940 3.119 0.242  0.293



Model two:
Here is a 11-piece molecular cluster, C21H64O11 overall from the Open Molecules 2025 dataset. Energies are from ωB97M-V/def2-TZVPD.

* charge: 0
* SMILES: CC(C)O.CC(C)O.CC(C)O.CC(C)O.CC(C)O.CO.CO.CO.CO.CO.CO

Last column: Mulliken charge in e.
Geometry (Å):
C: 0.109 0.629 -5.167  -0.106
O: -0.924 0.258 -6.123  -0.564
H: -0.056 0.212 -4.174  -0.093
H: 1.082 0.290 -5.524  0.350
H: 0.126 1.709 -5.019  0.131
H: -1.731 0.517 -5.671  0.359
C: 1.607 0.904 3.010  0.005
O: 1.808 -0.338 3.580  -0.506
H: 0.579 1.054 2.678  -0.613
H: 1.914 1.691 3.699  0.472
H: 2.179 1.103 2.104  0.262
H: 1.099 -0.452 4.216  0.256
C: -0.859 -4.848 2.028  -0.301
O: -1.693 -5.283 1.018  -0.477
H: -1.031 -3.776 2.125  -0.085
H: -1.119 -5.317 2.977  0.394
H: 0.187 -5.093 1.846  0.263
H: -1.708 -6.242 1.022  0.263
C: -4.268 -2.062 0.600  -0.774
O: -3.770 -1.148 1.589  -0.433
H: -4.346 -1.743 -0.439  0.253
H: -3.789 -3.040 0.560  0.265
H: -5.300 -2.230 0.910  0.364
H: -3.843 -1.560 2.453  0.233
C: -1.498 3.990 0.505  -0.226
O: -2.674 3.182 0.627  -0.626
H: -1.040 3.778 -0.461  -0.006
H: -1.631 5.070 0.563  0.376
H: -0.773 3.610 1.226  0.037
H: -2.353 2.312 0.875  0.352
C: -3.870 1.089 -3.626  -0.405
O: -2.869 1.565 -4.547  -0.531
H: -4.062 0.017 -3.677  0.251
H: -3.510 1.268 -2.613  0.076
H: -4.770 1.649 -3.878  0.327
H: -2.707 2.478 -4.298  0.259
C: 0.237 -4.497 -2.032  -1.113
C: 1.333 -4.170 -3.019  0.451
C: 2.069 -2.902 -2.611  -0.660
O: 2.267 -5.283 -3.031  -0.569
H: -0.707 -3.953 -2.032  0.309
H: 0.638 -4.505 -1.019  0.181
H: -0.063 -5.534 -2.185  0.392
H: 0.932 -4.071 -4.027  0.272
H: 2.550 -2.555 -3.526  0.375
H: 2.855 -3.113 -1.886  0.144
H: 1.357 -2.144 -2.285  -0.042
H: 1.733 -6.001 -3.378  0.313
C: 3.549 -2.587 0.975  -0.883
C: 4.380 -2.321 2.248  0.079
C: 5.167 -0.989 2.046  -1.074
O: 3.492 -2.335 3.351  -0.597
H: 2.950 -1.694 0.793  0.079
H: 2.818 -3.391 1.056  0.287
H: 4.190 -2.887 0.146  0.421
H: 5.080 -3.151 2.339  0.414
H: 5.884 -0.772 2.838  0.335
H: 4.478 -0.150 2.139  0.141
H: 5.705 -0.990 1.098  0.360
H: 2.998 -1.516 3.265  0.523
C: 3.527 4.309 -3.158  -1.483
C: 2.005 4.342 -3.015  0.473
C: 1.387 3.185 -2.281  -0.899
O: 1.711 5.547 -2.378  -0.544
H: 3.850 5.166 -3.749  0.415
H: 3.869 3.377 -3.608  0.346
H: 3.980 4.395 -2.170  0.340
H: 1.621 4.470 -4.027  0.172
H: 1.842 2.248 -2.603  0.412
H: 0.332 3.102 -2.541  0.050
H: 1.562 3.326 -1.214  0.400
H: 2.162 6.268 -2.825  0.324
C: -0.529 -1.428 0.859  -0.743
C: -0.702 0.065 0.418  0.464
C: -1.183 0.233 -1.000  -0.772
O: -1.624 0.649 1.266  0.142
H: 0.247 -1.896 0.254  0.192
H: -1.494 -1.928 0.776  0.021
H: -0.180 -1.552 1.884  0.416
H: 0.266 0.564 0.470  0.011
H: -1.301 1.297 -1.207  0.101
H: -2.096 -0.336 -1.176  0.109
H: -0.398 -0.124 -1.666  -0.009
H: -2.313 -0.004 1.411  0.112
C: -1.148 3.226 4.276  -0.555
C: -2.644 2.899 4.415  0.551
C: -2.977 1.446 4.611  -0.984
O: -3.119 3.723 5.457  -0.570
H: -0.715 2.663 3.449  -0.408
H: -0.573 2.901 5.144  0.460
H: -1.011 4.273 4.005  0.319
H: -3.039 3.215 3.449  0.151
H: -4.040 1.209 4.558  0.294
H: -2.460 1.122 5.514  0.376
H: -2.548 0.778 3.864  0.006
H: -2.657 3.540 6.279  0.371



Calculated relative energies: model one 0.0; model two 3.5, given in kcal/mol



Model one:
Here is one molecule with the formula C3H4F2O from the Open Molecules 2025 dataset. Energies are from ωB97M-V/def2-TZVPD.

* charge: 0

Last column: Mulliken charge in e.
Geometry (Å):
C: 0.296 0.860 0.394  -0.068
C: 1.266 0.068 -0.410  -0.373
C: -0.812 -0.112 0.318  0.222
O: -1.696 -0.079 -0.671  -0.420
F: 1.936 -0.951 0.226  -0.248
F: -0.753 -1.284 1.032  -0.246
H: 0.619 1.102 1.429  0.275
H: -0.099 1.818 -0.153  0.215
H: 0.921 -0.325 -1.333  0.289
H: -1.678 -1.097 -0.831  0.354



Model two:
Here is one molecule with the formula C3H4F2O from the Open Molecules 2025 dataset. Energies are from ωB97M-V/def2-TZVPD.

* charge: 0
* SMILES: O=C(CF)CF

Last column: Mulliken charge in e.
Geometry (Å):
C: -0.765 -0.751 0.072  -0.321
C: -0.026 0.547 0.001  0.521
C: 1.497 0.403 0.066  -0.214
H: -0.408 -1.387 -0.699  0.287
H: -0.532 -1.233 1.009  0.278
H: 1.852 1.019 -0.769  0.261
H: 1.955 0.799 0.990  0.256
O: -0.572 1.601 -0.035  -0.509
F: -2.114 -0.559 -0.037  -0.277
F: 1.834 -0.907 -0.084  -0.283



Calculated relative energies: model one 73.4; model two 0.0, given in kcal/mol